{
  "formula": "C4H7N3",
  "method": "ωB97M-V/def2-TZVPD",
  "smiles": "Nc1c[nH]c(N)c1",
  "e_homo_ev": -6.90,
  "de_lowest_ev": 1.4082,
  "charge": 0,
  "spin_multiplicity": 1,
  "e_tot_ha": -320.8315,
  "symbols": ["N", "C", "C", "C", "N", "C", "N", "H", "H", "H", "H", "H", "H", "H"],
  "positions_angstrom": [[1.636176, 0.488287, -1.769834], [0.541112, 0.037831, -1.025701], [-0.538150, 0.749072, -0.511706], [-0.895425, 0.043294, 0.676052], [-1.750906, 0.464323, 1.691561], [-0.137996, -1.121028, 0.766629], [0.606449, -1.162082, -0.433682], [2.430614, -0.124615, -1.611009], [1.882847, 1.402522, -1.405398], [-0.996593, 1.622053, -0.963791], [-2.096529, -0.322570, 2.222760], [-2.502341, 1.080942, 1.416762], [0.539675, -1.282424, 1.600770], [1.281066, -1.875604, -0.653411]],
  "forces_ev_per_angstrom": [[-0.1291, 0.1069, -0.6328], [0.0145, 0.0561, -0.0463], [0.0925, -0.1300, -0.0317], [0.0066, -0.2677, -0.0113], [-0.0345, -0.0139, 0.0001], [-0.2306, -0.0115, 0.0148], [0.6884, 0.4687, 0.3637], [-0.1541, 0.1644, -0.2021], [-0.0253, -0.0463, -0.3837], [0.2855, -0.0035, 0.3416], [-0.0590, 0.1918, -0.0291], [0.1745, -0.0494, -0.0485], [-0.8067, -0.7288, 0.4194], [0.1773, 0.2632, 0.2458]]
}